Here is C13H35CdCl4O6S5 as an isolated structure at a distorted geometry from the OMol25 dataset. Energies are from the ωB97M-V functional and the def2-TZVPD basis.

The calculation puts the largest force on an atom at 4.296 eV Å⁻¹. Its frontier orbital gap is 1.8 eV.

ORCA input file:
```
! wB97M-V def2-TZVPD RIJCOSX def2/J DEFGRID3
* xyz 1 1
Cd -5.0216 -1.2044 -2.5519
C 0.6326 1.0135 0.5001
C -0.2135 0.2233 -0.4345
O -1.4064 0.7303 -0.9741
H 0.1964 1.1021 1.4950
H 0.6134 2.0722 0.2414
H 1.6420 0.6249 0.6351
H -0.4742 -0.6584 0.1510
H 0.4406 -0.1214 -1.2354
C 0.1281 -3.9367 -5.7528
S -1.4979 -3.4931 -6.5849
O -2.3404 -2.8480 -5.4622
C -0.7902 -2.0381 -7.4622
H 0.9045 -4.2428 -6.4539
H -0.2596 -4.7113 -5.0912
H 0.5641 -3.1826 -5.0975
H -0.4497 -1.5015 -6.5766
H -1.5579 -1.4765 -7.9944
H 0.0996 -2.2380 -8.0593
C -8.4111 2.4171 2.3367
S -7.2717 0.9543 2.3044
O -7.1179 0.7624 0.7826
C -5.7707 1.8548 2.9059
H -7.9658 3.3036 1.8852
H -8.8699 2.5701 3.3135
H -9.1230 2.1383 1.5597
H -6.1175 2.4597 3.7437
H -5.3390 2.5709 2.2067
H -4.9960 1.2200 3.3360
C -2.3975 -7.0506 0.3152
S -4.1471 -6.4770 0.2270
O -4.2689 -5.0886 -0.5341
C -4.7452 -7.7683 -1.0041
H -2.0418 -7.0338 -0.7150
H -2.3328 -8.0279 0.7936
H -1.8973 -6.3308 0.9631
H -4.2296 -7.7031 -1.9622
H -5.7158 -7.3365 -1.2479
H -4.8684 -8.7278 -0.5018
C 3.0493 7.3526 5.4392
S 3.4403 5.9145 4.1975
O 4.1533 6.5428 3.0160
C 4.7063 4.9973 5.1905
H 3.9039 8.0239 5.5234
H 2.5845 7.1129 6.3955
H 2.2903 8.0181 5.0279
H 4.1531 4.5316 6.0061
H 5.4821 5.6939 5.5080
H 5.1435 4.2222 4.5610
C 5.1836 3.5586 -3.2400
S 5.8393 2.8458 -4.8071
O 7.1858 2.1712 -4.3272
C 4.7015 1.3892 -5.0045
H 5.0539 2.7855 -2.4827
H 4.2259 3.9908 -3.5299
H 5.8486 4.3418 -2.8760
H 3.6812 1.7716 -5.0354
H 4.9457 0.6277 -4.2638
H 4.9615 1.0214 -5.9970
C 5.2032 -1.9231 7.3388
Cl 5.0723 -3.7457 7.5609
Cl 4.7653 -1.0821 8.8677
Cl 6.8862 -1.5796 6.7957
Cl 3.9563 -1.4033 6.1354
*
```